[1]
# C27H39BF2IrN4Si

C27H39BF2IrN4Si as an isolated structure (wB97M-V/def2-TZVPD, OMol25).

Its calculated total energy is -51421.788 eV. As for the charge: +1. The calculation puts the HOMO energy at -10.3 eV. The energy above the lowest of the compared OMol25 structures with the same formula, charge and spin comes out at 118.1 kJ/mol. The LUMO energy comes out at -3.82 eV. The gap between HOMO and LUMO comes out at 6.486 eV.

Structure (XYZ):
```
75
Properties=species:S:1:pos:R:3:lowdin_charge:R:1
Ir -0.9326 -0.0657 -1.7914 1.3462
C -0.7384 -1.0192 5.3714 -0.0338
C -0.0428 0.1748 4.7022 -0.5571
C 1.4438 0.1390 5.0507 -0.0594
C -0.6462 1.4836 5.2316 -0.0331
C -0.2808 0.0975 3.1991 -0.1286
C -1.5766 0.1144 2.6888 0.0202
C -1.7859 0.0434 1.3270 -0.0727
N -0.7792 -0.0495 0.4585 -0.0081
C 0.4742 -0.0710 0.9199 -0.1853
C 0.7578 0.0063 2.2735 0.0654
C 1.5504 -0.1623 -0.1258 -0.1657
C 2.8772 -0.3150 0.2001 0.0561
C 3.8690 -0.2959 -0.7895 -0.1201
C 3.4440 -0.1151 -2.0972 0.0366
C 2.0956 -0.0109 -2.3784 -0.0627
N 1.1575 -0.0471 -1.4221 -0.0519
C 5.3334 -0.4240 -0.3984 -0.5548
C 5.5254 -1.6699 0.4774 -0.0339
C 5.7198 0.8324 0.3978 -0.0281
C 6.2416 -0.5382 -1.6218 -0.0559
H -0.5763 -0.9780 6.4491 0.0938
H -0.3408 -1.9672 5.0051 0.0950
H -1.8145 -1.0122 5.1967 0.0822
H 1.5600 0.1818 6.1336 0.0940
H 1.9822 0.9915 4.6315 0.0914
H 1.9224 -0.7812 4.7091 0.0904
H -0.4904 1.5477 6.3092 0.0940
H -1.7193 1.5402 5.0479 0.0821
H -0.1756 2.3525 4.7688 0.0954
H -2.4332 0.1924 3.3437 0.1218
H -2.7833 0.0608 0.9038 0.1191
H 1.7794 0.0061 2.6149 0.0993
H 3.1621 -0.4447 1.2321 0.1102
H 4.1416 -0.0807 -2.9196 0.1181
H 1.7358 0.0871 -3.3909 0.1071
H 4.9548 -1.6193 1.4051 0.0779
H 6.5774 -1.7618 0.7483 0.0946
H 5.2334 -2.5768 -0.0545 0.0975
H 5.1272 0.9319 1.3087 0.0835
H 5.5830 1.7360 -0.1979 0.0961
H 6.7697 0.7718 0.6867 0.0955
H 5.9804 -1.3963 -2.2436 0.0955
H 7.2719 -0.6713 -1.2926 0.0941
H 6.2132 0.3611 -2.2390 0.0900
C -1.6600 -3.4644 -0.8395 -0.0071
C -2.7914 -2.5078 -1.0536 -0.2988
C -4.1165 -2.8332 -0.8668 -0.0281
C -5.1137 -1.8711 -1.0959 -0.0406
C -4.8086 -0.5991 -1.5224 0.0035
C -3.4495 -0.3264 -1.7246 -0.4370
N -2.4960 -1.2674 -1.4639 -0.0509
N -2.7447 0.7234 -2.1235 -0.1717
Si -3.1954 2.2434 -2.8921 0.4143
C -1.5851 3.0149 -3.4194 -0.1700
C -4.2795 1.8531 -4.3529 -0.1522
C -4.0645 3.3136 -1.6408 -0.1662
H -1.6438 -4.2106 -1.6349 0.0971
H -1.7669 -3.9908 0.1078 0.0897
H -0.7085 -2.9343 -0.8511 0.0607
H -4.3726 -3.8332 -0.5496 0.1170
H -6.1498 -2.1375 -0.9312 0.1167
H -5.5648 0.1531 -1.6906 0.1117
H -1.1154 2.4455 -4.2242 0.0313
H -0.8808 3.0722 -2.5843 0.0259
H -1.7476 4.0322 -3.7799 0.0415
H -3.8567 1.0241 -4.9246 0.0380
H -4.3511 2.7170 -5.0174 0.0403
H -5.2942 1.5775 -4.0611 0.0323
H -3.4163 3.4952 -0.7806 0.0320
H -4.9899 2.8604 -1.2799 0.0277
H -4.3217 4.2832 -2.0730 0.0384
F 0.0095 -0.3784 -4.6335 0.1227
B -0.9446 -0.6473 -3.7221 -0.7720
F -1.9487 -1.3863 -4.2039 0.1618
```

=====

[2]
# CH3BrO2

A 2-piece molecular cluster, CH3BrO2 overall (wB97M-V/def2-TZVPD, OMol25).

Its calculated total energy is -75217.214 eV. As for the charge: 0. As for the expectation value of S²: 2.0055. Its spin multiplicity is 3. The calculation puts the HOMO energy (alpha / beta) at -7.2 / -9.9 eV. The energy above the lowest of the compared OMol25 structures with the same formula, charge and spin comes out at 39.3 kJ/mol. The LUMO energy (alpha / beta) comes out at 0.03 / -3.04 eV. The gap between HOMO and LUMO (alpha / beta) comes out at 7.209 / 6.875 eV.

Structure (XYZ):
```
7
Properties=species:S:1:pos:R:3:nbo_charge:R:1
C -1.5508 -0.2520 0.1588 -0.2536
O -0.7028 0.5882 0.1049 -0.2352
O 2.2925 0.8778 -0.1427 -0.7869
Br 2.5688 -0.8617 -0.4594 0.2905
H -2.6233 -0.0088 0.1075 0.2433
H 1.3314 0.9778 -0.0325 0.4951
H -1.3159 -1.3214 0.2634 0.2469
```

=====

[3]
# C50H41BrIN6O2SSiTa

C50H41BrIN6O2SSiTa as an isolated structure (wB97M-V/def2-TZVPD, OMol25).

Its calculated total energy is -163958.669 eV. As for the charge: 0. The calculation puts the HOMO energy at -7.8 eV. The energy above the lowest of the compared OMol25 structures with the same formula, charge and spin comes out at 261.8 kJ/mol. The LUMO energy comes out at -0.41 eV. The gap between HOMO and LUMO comes out at 7.406 eV.

Structure (XYZ):
```
104
Properties=species:S:1:pos:R:3:lowdin_charge:R:1
Ta -0.3407 -0.1692 -0.0921 1.5753
N 3.4018 -2.5467 -1.5920 0.0737
C 2.6384 -1.7219 -0.8049 -0.8206
S 1.8648 -0.3702 -1.6125 0.6870
N 2.5394 -1.9861 0.4470 0.0356
N 1.7530 -1.0079 1.0435 -0.0592
C 2.0833 -0.7167 2.2398 -0.1911
C 3.1488 -1.4241 3.0003 -0.1884
C 4.2991 -0.7473 3.3858 -0.0320
C 5.3127 -1.4204 4.0566 -0.0741
C 5.1711 -2.7679 4.3523 -0.0850
C 4.0147 -3.4434 3.9787 -0.0724
C 3.0114 -2.7764 3.2960 -0.0310
C 1.4556 0.4869 2.8148 -0.2259
C 1.6137 0.8237 4.1490 0.0044
C 1.0977 2.0285 4.5969 -0.0360
C 0.4344 2.8416 3.6978 -0.0208
C 0.2858 2.3978 2.3943 -0.1333
N 0.7856 1.2496 1.9506 0.0930
H 3.7943 -2.1349 -2.4221 0.0813
H 4.0046 -3.1763 -1.0842 0.1001
H 4.4068 0.3053 3.1512 0.1240
H 6.2099 -0.8900 4.3480 0.1037
H 5.9616 -3.2940 4.8718 0.1020
H 3.8993 -4.4938 4.2132 0.1039
H 2.1154 -3.2993 2.9853 0.1144
H 2.1342 0.1526 4.8171 0.1197
H 1.2202 2.3264 5.6303 0.1124
H 0.0212 3.7973 3.9902 0.1142
H -0.2698 2.9782 1.6815 0.0793
C -1.7435 1.0441 0.9218 -0.1945
C -2.4777 1.7346 1.5966 -0.0757
C -3.2342 2.6659 2.3814 -0.2305
C -3.2458 4.0162 2.0192 -0.0312
C -3.9248 4.9388 2.8008 -0.0720
C -4.5964 4.5248 3.9438 -0.0916
C -4.5948 3.1826 4.3033 -0.0853
C -3.9169 2.2548 3.5282 -0.0312
H -2.7285 4.3263 1.1184 0.0903
H -3.9309 5.9828 2.5144 0.1041
H -5.1204 5.2479 4.5558 0.0994
H -5.1227 2.8582 5.1908 0.1010
H -3.9048 1.2078 3.8023 0.1134
C -1.7988 -0.4207 -1.7095 -0.2786
H -1.5358 -1.2279 -2.3881 0.0011
H -1.9643 0.4694 -2.3164 -0.0176
H -2.7264 -0.6760 -1.1958 0.0197
C 0.3547 1.9952 -6.1475 -0.0958
C 0.2696 0.7991 -5.4531 -0.0848
C 0.1242 0.8030 -4.0690 -0.1485
C 0.0628 1.9936 -3.3434 -0.2831
C 0.1368 3.1872 -4.0727 -0.0893
C 0.2850 3.1945 -5.4509 -0.0832
Si -0.1161 2.1797 -1.4651 0.6462
C 1.4177 3.1499 -0.9257 -0.2880
C 2.6550 2.8753 -1.5210 -0.1296
C 3.8109 3.5427 -1.1369 -0.0843
C 3.7586 4.5157 -0.1487 -0.0968
C 2.5426 4.8215 0.4447 -0.0846
C 1.3924 4.1457 0.0567 -0.1363
C -1.5866 3.3720 -1.3270 -0.2621
C -2.9085 2.9350 -1.1757 -0.1179
C -3.9688 3.8281 -1.1079 -0.0913
C -3.7371 5.1952 -1.1829 -0.1053
C -2.4405 5.6583 -1.3477 -0.0882
C -1.3839 4.7550 -1.4243 -0.1198
H 0.4626 1.9960 -7.2251 0.0985
H 0.3106 -0.1424 -5.9878 0.0986
H 0.0415 -0.1440 -3.5576 0.0284
H 0.0773 4.1370 -3.5548 0.0920
H 0.3450 4.1366 -5.9821 0.1008
H 2.7184 2.1270 -2.3000 0.0579
H 4.7536 3.3064 -1.6154 0.1001
H 4.6578 5.0421 0.1476 0.0978
H 2.4874 5.5925 1.2043 0.1006
H 0.4528 4.4219 0.5160 0.0830
H -3.1210 1.8779 -1.1017 0.0785
H -4.9783 3.4542 -0.9863 0.1091
H -4.5621 5.8937 -1.1135 0.1018
H -2.2463 6.7218 -1.4177 0.1004
H -0.3813 5.1450 -1.5571 0.0906
I -2.1041 -6.2576 -2.3623 0.8704
C -1.0059 -4.5515 -2.0845 -0.7755
C -0.0622 -4.0242 -2.9344 -0.1354
N 0.3980 -2.9138 -2.3418 -0.0342
N -0.1769 -2.6814 -1.1562 -0.0364
C -1.0472 -3.6743 -0.9921 -0.1782
H 0.2943 -4.3527 -3.8958 0.1212
H 1.1030 -2.2551 -2.6535 0.0513
H -1.6810 -3.7038 -0.1266 0.1019
Br -5.9411 -4.3146 3.3323 0.7464
C -4.1198 -3.8583 3.5515 -0.6802
C -3.4255 -4.3454 4.6478 -0.1216
C -2.0914 -3.9953 4.8150 -0.0622
C -1.4676 -3.1602 3.9016 -0.0109
C -2.1761 -2.6922 2.8029 -0.1183
C -3.5082 -3.0434 2.6154 -0.0557
C -1.5140 -1.7921 1.8233 -0.5883
O -1.9359 -1.7088 0.6407 -0.1440
O -0.5350 -1.0948 2.1501 -0.0606
H -3.9229 -4.9872 5.3618 0.1011
H -1.5433 -4.3767 5.6666 0.1078
H -0.4351 -2.8616 4.0302 0.1119
H -4.0447 -2.6761 1.7513 0.1190
```

=====

[4]
# C12H23O11

A 4-piece molecular cluster, C12H23O11 overall (wB97M-V/def2-TZVPD, OMol25).

Its calculated total energy is -35337.140 eV. As for the charge: -1. The calculation puts the HOMO energy at -1.1 eV. The LUMO energy comes out at 2.23 eV. The gap between HOMO and LUMO comes out at 3.338 eV.

Structure (XYZ):
```
46
Properties=species:S:1:pos:R:3:nbo_charge:R:1
C -1.4848 -2.9661 0.8476 -0.9770
C -2.8357 -3.8146 0.7796 -0.5528
C -4.1769 -2.9287 0.9688 0.7924
O -4.1997 -1.6733 0.9379 -0.5978
O -5.3998 -3.7106 1.1341 -0.7765
H -1.1906 -2.5455 -0.1767 0.1495
H -0.6381 -3.6140 1.2878 0.1374
H -2.8374 -4.5576 1.6638 0.2063
H -2.9744 -4.4454 -0.1670 0.1628
H -5.6210 -3.9421 0.1975 0.4740
C 2.1051 1.4120 -1.7921 -0.2524
O 0.8479 2.0807 -1.8594 -0.5111
C -0.2140 1.2651 -1.7181 0.9699
O -0.1748 0.0760 -1.5491 -0.6090
O -1.3280 2.0090 -1.7984 -0.5060
C -2.5359 1.2576 -1.6624 -0.2601
H 2.8891 2.1600 -1.9175 0.1817
H 2.2360 0.9346 -0.8188 0.1993
H 2.1957 0.6791 -2.5967 0.1908
H -2.5822 0.7737 -0.6842 0.2268
H -2.6223 0.5195 -2.4630 0.1842
H -3.3726 1.9527 -1.7429 0.1810
C 5.3104 -3.0802 -1.7444 -0.2593
O 6.5049 -2.3814 -2.0986 -0.4983
C 6.3424 -1.0579 -2.2490 0.9775
O 5.3099 -0.4520 -2.1124 -0.6326
O 7.5325 -0.5263 -2.5786 -0.5001
C 7.5071 0.8862 -2.7708 -0.2560
H 5.5591 -4.1376 -1.6497 0.1935
H 4.9276 -2.7278 -0.7845 0.2013
H 4.5544 -2.9714 -2.5247 0.1974
H 7.2108 1.3952 -1.8510 0.1930
H 6.8375 1.1516 -3.5918 0.1921
H 8.5168 1.2049 -3.0319 0.1905
C -4.5821 0.7696 2.4752 -0.2668
O -4.4183 1.6861 3.5637 -0.5028
C -3.5143 2.6494 3.3417 0.9766
O -2.8611 2.7937 2.3384 -0.6364
O -3.4615 3.4324 4.4366 -0.5062
C -2.5326 4.5078 4.3387 -0.2538
H -5.3350 0.0369 2.7646 0.2016
H -4.9342 1.2914 1.5825 0.1783
H -3.6491 0.2417 2.2712 0.2334
H -2.8032 5.1780 3.5197 0.1868
H -1.5165 4.1289 4.2078 0.1933
H -2.5738 5.0696 5.2728 0.1836
```